Below is C6H10LiO3Rb as an isolated structure at a distorted geometry, with properties calculated with ωB97M-V with the def2-TZVPD basis set.

Calculated values
HOMO energy   -4.75 eV

Atoms and positions in Å:
C (2.32, 0.95, 1.49)
C (1.64, -0.17, 1.14)
C (0.18, -0.35, 1.34)
C (-0.16, -1.34, 2.29)
O (-1.19, -2.09, 2.26)
O (3.61, 1.15, 1.38)
Li (5.07, 0.25, 1.12)
Rb (-3.64, -3.26, -0.05)
H (1.72, 1.81, 1.86)
H (2.21, -1.06, 0.85)
H (-0.34, 0.60, 1.54)
H (0.53, -1.51, 3.15)
C (-0.67, 0.84, -2.58)
C (-2.06, 0.50, -2.06)
O (-1.96, -0.47, -1.04)
H (-0.71, 1.73, -3.22)
H (-0.02, 0.98, -1.71)
H (-0.27, -0.05, -3.08)
H (-2.71, 0.46, -2.95)
H (-2.50, 1.40, -1.59)
H (-1.04, -0.36, -0.13)

Below is C6H10N as an isolated structure at a distorted geometry, with properties calculated with ωB97M-V with the def2-TZVPD basis set.

Calculated values
HOMO energy   -14.74 eV
Net charge   +1

Atoms and positions in Å:
C (-0.74, 2.91, 1.23)
C (-1.45, 2.67, 0.17)
C (1.79, -0.77, -0.55)
C (1.01, -2.06, -0.97)
C (-0.61, -1.03, 1.02)
C (0.36, -1.05, -0.11)
N (-0.88, -0.35, -0.19)
H (-0.71, 0.97, -0.03)
H (-0.02, 3.22, 2.07)
H (-2.08, 3.24, -0.60)
H (2.45, -0.89, 0.24)
H (2.06, -0.04, -1.29)
H (0.82, -2.18, -2.02)
H (1.38, -2.83, -0.33)
H (-1.35, -1.85, 1.26)
H (-0.53, -0.32, 1.81)
H (-1.46, -0.60, -0.92)

Below is an isolated ion of composition C6H10N and charge +1 at a distorted geometry, with properties calculated with ωB97M-V with the def2-TZVPD basis set.

Calculated values
HOMO energy   -14.69 eV
Net charge   +1
Structure (SMILES)   C#CC/C(C)=[NH+]/C

Atoms and positions in Å:
C (3.25, 1.04, 0.00)
C (2.60, 0.12, -0.28)
C (1.64, -1.01, -0.45)
C (0.09, -0.50, -0.04)
C (-1.01, -1.39, -0.30)
C (-1.32, 1.50, 0.56)
N (-0.03, 0.77, 0.25)
H (4.01, 1.86, -0.01)
H (1.64, -1.15, -1.57)
H (1.80, -1.93, 0.03)
H (-0.89, -1.77, -1.33)
H (-2.01, -0.85, -0.23)
H (-1.12, -2.27, 0.29)
H (-1.07, 2.25, 1.17)
H (-1.58, 1.69, -0.52)
H (-2.01, 0.75, 0.97)
H (0.81, 1.33, 0.23)

Below is an isolated ion of composition C6H10N and charge +1 at a distorted geometry, with properties calculated with ωB97M-V with the def2-TZVPD basis set.

Calculated values
HOMO energy   -13.33 eV
Net charge   +1
Structure (SMILES)   [NH3+]C1(C2=CC2)CC1

Atoms and positions in Å:
C (-0.77, 0.19, -2.19)
C (-0.37, 0.30, -0.96)
C (-1.31, 1.38, -1.42)
C (1.44, -1.15, 0.35)
C (0.12, -1.64, 0.87)
C (0.26, -0.23, 0.40)
N (0.27, 0.89, 1.38)
H (-0.78, -0.34, -3.11)
H (-0.93, 2.37, -1.63)
H (-2.35, 1.36, -1.11)
H (2.25, -1.00, 1.04)
H (1.76, -1.49, -0.62)
H (-0.46, -2.32, 0.26)
H (0.02, -1.81, 1.93)
H (1.03, 1.55, 1.14)
H (0.42, 0.54, 2.34)
H (-0.62, 1.39, 1.33)

Below is a 2-piece molecular cluster, C6H10N overall at a distorted geometry, with properties calculated with ωB97M-V with the def2-TZVPD basis set.

Calculated values
HOMO energy   -13.67 eV
Net charge   +1

Atoms and positions in Å:
C (-0.81, 2.01, -2.46)
C (-0.90, 1.47, -1.32)
C (0.47, 1.28, -2.05)
C (0.09, -1.79, 2.24)
C (0.34, -0.30, 2.23)
C (0.14, -1.14, 1.01)
N (0.05, -1.10, -0.28)
H (-1.33, 2.57, -3.22)
H (0.65, 0.29, -2.62)
H (1.36, 1.71, -1.85)
H (0.88, -2.47, 2.53)
H (-0.92, -2.29, 2.64)
H (-1.33, 1.43, -0.25)
H (1.35, 0.14, 2.68)
H (-0.47, 0.42, 2.60)
H (0.03, -1.93, -0.95)
H (0.41, -0.29, -0.93)

Below is C6H10N as an isolated structure at a distorted geometry, with properties calculated with ωB97M-V with the def2-TZVPD basis set.

Calculated values
HOMO energy   -14.05 eV
Net charge   +1

Atoms and positions in Å:
C (2.50, 0.29, 0.22)
C (1.90, -0.89, 0.45)
C (1.26, 0.94, -0.24)
C (-0.90, -0.60, 0.52)
C (0.58, -0.35, 0.08)
C (-1.75, 0.59, 0.31)
N (-0.36, -1.19, -0.75)
H (3.52, 0.58, 0.09)
H (2.07, -1.88, 0.84)
H (0.85, 1.87, 0.26)
H (1.35, 1.30, -1.32)
H (-1.18, -1.32, 1.30)
H (-1.33, 1.23, -0.39)
H (-1.74, 1.05, 1.25)
H (-2.73, 0.47, 0.03)
H (0.03, -2.15, -0.66)
H (-0.62, -0.94, -1.67)

Below is C6H10N2 as an isolated structure at a distorted geometry, with properties calculated with ωB97M-V with the def2-TZVPD basis set.

Calculated values
HOMO energy   -9.03 eV

Atoms and positions in Å:
C (-0.92, 1.07, -0.09)
C (-1.12, -0.46, -0.12)
C (0.07, 0.61, 1.02)
C (1.16, -0.10, 0.17)
C (1.24, -1.58, 0.26)
C (0.26, -0.95, -0.67)
H (-0.74, 2.72, -1.27)
H (0.31, 1.48, -1.67)
H (-1.79, 1.59, 0.32)
H (-2.01, -0.91, -0.55)
H (-0.73, -1.26, 1.82)
H (0.46, 1.31, 1.78)
H (2.00, 0.50, -0.18)
H (2.07, -2.08, -0.24)
H (0.96, -2.14, 1.16)
H (0.36, -1.09, -1.74)
N (-0.60, 1.71, -1.33)
N (-0.95, -0.41, 1.34)

Below is the molecule C6H10N2 at a distorted geometry, with properties calculated with ωB97M-V with the def2-TZVPD basis set.

Calculated values
HOMO energy   -9.33 eV
Structure (SMILES)   [H]/N=C(C)\N=C(\C)C=C

Atoms and positions in Å:
C (-1.76, 1.05, 1.24)
C (2.19, 0.39, -1.04)
C (-1.34, 0.79, -0.17)
C (0.79, 0.08, -0.57)
C (0.53, -1.35, -0.25)
C (0.36, -1.74, 1.02)
N (-0.06, 1.06, -0.53)
N (-2.17, 0.41, -1.08)
H (-1.63, 0.39, -1.95)
H (0.51, -2.05, -1.08)
H (-0.90, 1.20, 1.89)
H (-2.35, 0.20, 1.61)
H (-2.39, 1.95, 1.27)
H (2.19, 0.49, -2.13)
H (2.53, 1.34, -0.60)
H (2.90, -0.39, -0.75)
H (0.18, -2.78, 1.26)
H (0.40, -1.03, 1.85)

Below is C6H10N2O as an isolated structure at a distorted geometry, with properties calculated with ωB97M-V with the def2-TZVPD basis set.

Calculated values
HOMO energy (alpha / beta)   -8.75 / -8.75 eV

Atoms and positions in Å:
C (0.30, 1.18, -1.92)
C (0.47, -0.48, 0.46)
C (-0.49, 0.32, -0.42)
C (1.35, -1.60, 0.03)
C (0.67, 0.15, 1.85)
C (-1.84, 0.51, 0.19)
N (-0.51, 0.04, -1.86)
N (0.44, 1.43, -0.56)
O (0.54, 1.90, -2.83)
H (0.77, -2.39, -0.51)
H (1.87, -2.01, 0.94)
H (2.17, -1.44, -0.70)
H (1.66, -0.10, 2.32)
H (0.15, -0.42, 2.60)
H (0.47, 1.20, 1.81)
H (-2.43, -0.34, 0.23)
H (-2.44, 1.22, -0.41)
H (-1.79, 0.89, 1.22)
H (-1.37, -0.06, -2.43)

Below is the molecule C6H10N2O at a distorted geometry, with properties calculated with ωB97M-V with the def2-TZVPD basis set.

Calculated values
HOMO energy   -8.65 eV
Structure (SMILES)   [H]/N=N\C(=O)CC=C(C)C

Atoms and positions in Å:
C (-0.93, -0.55, -1.42)
C (1.45, 1.40, 0.94)
C (1.88, -0.87, -0.11)
C (-2.04, -0.96, -0.46)
C (0.99, 0.33, 0.00)
C (-0.16, 0.49, -0.66)
N (-1.69, -0.53, 0.80)
N (-2.17, 0.20, 1.64)
O (-2.98, -1.68, -0.67)
H (-2.99, 0.77, 1.33)
H (-0.34, -1.42, -1.69)
H (-1.38, -0.15, -2.33)
H (-0.68, 1.44, -0.55)
H (2.92, -0.55, -0.20)
H (2.31, 1.07, 1.53)
H (1.75, 2.30, 0.39)
H (0.65, 1.68, 1.63)
H (1.63, -1.49, -0.96)
H (1.79, -1.47, 0.79)

For each record above, in turn, the calculated energy relative to the best compared isomer or geometry (same formula, charge and spin) values are 34.7, 123.0, 37.9, 53.1, 107.3, 41.5, 56.9, 34.2, 81.7, 68.1 kcal per mole.
For each record above, in turn, the calculated electronic energy values are -491.8077, -288.8870, -289.0225, -288.9983, -288.9119, -289.0168, -344.0461, -344.0822, -419.2563, -419.2779 Eh.